C19H17CdN3O7S2 | ωB97M-V with the def2-TZVPD basis set

Energy above the lowest of the compared OMol25 structures with the same formula, charge and spin   0.0000 eV
HOMO level   -1.83 eV
Molecular weight   575.91 u
Calculated total energy   -2389.41655 a.u.
Net charge   -2

Last column: Mulliken charge in e.
Positions of all 49 atoms, in Å:
Cd -0.08581 -1.72814 -0.82368  1.860
C 3.62257 -2.70818 -1.00713  -1.061
O 2.74720 -1.62208 -0.76637  -0.430
C 3.10512 -0.37962 -1.11916  0.600
C 4.23777 -0.09287 -1.88190  -0.766
C 4.55471 1.23869 -2.16156  -0.444
C 3.78310 2.26976 -1.66145  -0.981
C 2.65381 1.97693 -0.93853  0.214
C 2.27993 0.66034 -0.65945  0.288
N 1.13689 0.25465 0.06082  0.332
N 0.57995 1.23338 0.62670  -0.594
C -0.55904 1.04902 1.32993  -0.630
C -1.09672 -0.20888 1.74383  1.338
O -0.67233 -1.34595 1.36921  -1.106
C -2.19118 -0.15070 2.70587  -0.758
C -2.82121 0.97840 2.98977  -0.857
C -2.40243 2.22451 2.43417  0.620
C -3.10677 3.41675 2.67993  -0.884
C -2.63303 4.64077 2.23388  -0.513
C -1.50096 4.68334 1.42475  -0.724
C -0.82768 3.51321 1.11222  -0.156
C -1.23696 2.26756 1.61345  1.179
H 4.56358 -2.57041 -0.47944  0.392
H 3.84479 -2.79007 -2.08455  0.391
H 3.07012 -3.59048 -0.72360  0.202
H 4.92898 -0.87398 -2.21732  0.296
H 5.44951 1.46782 -2.70993  0.347
H 3.98446 3.32190 -1.83500  0.357
H 2.00099 2.76161 -0.60061  0.331
H -2.45734 -1.10021 3.13592  0.385
H -3.65145 0.96841 3.68047  0.325
H -4.03487 3.37884 3.24214  0.347
H -3.20277 5.54995 2.46326  0.311
H -1.14323 5.63876 1.03170  0.344
H 0.02942 3.57189 0.41332  0.184
N -1.82946 -3.41104 -0.18899  -0.463
C -1.47529 -4.75778 -0.64351  -0.434
C 0.04159 -4.95729 -0.89125  0.436
O 0.39802 -6.12004 -1.14428  -0.772
O 0.77462 -3.93111 -0.82765  -0.734
H -1.75476 -3.27082 0.82091  0.195
H -2.75162 -3.07766 -0.49603  0.196
H -1.97322 -4.95607 -1.56976  0.300
H -1.73370 -5.52450 0.09253  0.259
O -2.09769 1.83455 -1.59500  -0.599
S -2.65912 0.52485 -1.87602  0.903
O -3.60335 0.51755 -2.97489  -0.658
O -3.13289 -0.09733 -0.65116  -0.671
S -1.15225 -0.67822 -2.67658  -0.698

***

C19H17Cl2HfN3O5S | ωB97M-V with the def2-TZVPD basis set

Energy above the lowest of the compared OMol25 structures with the same formula, charge and spin   0.1932 eV
HOMO level   -14.55 eV
Molecular weight   648.82 u
Calculated total energy   -2640.97293 a.u.
Net charge   +2

Last column: Mulliken charge in e.
Positions of all 48 atoms, in Å:
Hf -0.10021 -0.30889 -0.40181  1.374
O -1.42266 2.70418 1.75985  -0.489
C -1.40782 2.11999 0.73220  -0.089
O -0.25563 1.55812 0.21710  -0.526
C -2.58863 1.86338 -0.18975  -0.072
C -2.12386 1.90334 -1.65566  -0.077
C -3.29971 2.04755 -2.60609  -1.004
C -3.97995 0.66186 -2.48967  -1.030
C -3.05342 -0.07817 -1.53676  0.010
O -1.71310 0.49024 -1.85518  -0.674
C -3.20107 0.41201 -0.09435  -0.079
C -2.48274 -0.49089 0.90500  -0.226
O -2.57964 -0.37173 2.08678  -0.487
O -1.62785 -1.39180 0.32347  -0.469
H -3.35762 2.60060 0.02720  0.684
H -1.26808 2.54026 -1.85578  0.688
H -3.94275 2.87219 -2.30647  0.389
H -2.95644 2.24347 -3.61933  0.379
H -4.98867 0.70980 -2.08408  0.406
H -4.03324 0.15604 -3.45083  0.345
H -3.00593 -1.15469 -1.65944  0.782
H -4.23579 0.48731 0.23585  0.685
N 3.79727 -0.02660 1.38633  0.031
C 3.19989 -0.19158 2.63010  0.556
C 3.69356 -0.12453 3.92721  -1.093
C 2.77888 -0.32670 4.93897  -0.558
C 1.42236 -0.58706 4.67930  -0.707
C 0.93169 -0.66073 3.39366  -0.728
C 1.85057 -0.45928 2.36767  0.704
N 1.67671 -0.46021 0.98843  0.245
C 2.85977 -0.19440 0.44448  0.276
C 2.99280 -0.04627 -0.99424  -0.019
C 4.10419 0.12651 -1.75497  -0.313
S 3.67866 0.27068 -3.40336  -0.036
C 2.04413 0.11619 -3.00340  -0.229
N 1.81161 -0.05259 -1.72139  0.015
H 4.76454 0.21083 1.22912  0.231
H 4.73399 0.08090 4.13731  0.448
H 3.11157 -0.28065 5.96648  0.414
H 0.74985 -0.73038 5.51317  0.462
H -0.11553 -0.85498 3.19336  0.364
H 5.13617 0.16264 -1.44553  0.425
H 1.26214 0.13965 -3.74828  0.422
Cl -0.49647 -2.29643 -2.71160  0.042
C 0.21659 -3.70418 -1.88826  -0.309
Cl 1.10889 -3.13783 -0.46931  0.050
H 0.89970 -4.19349 -2.57290  0.413
H -0.58870 -4.35369 -1.56459  0.377

***

Copy entry 2 word for word.
C19H17Cl2HfN3O5S | ωB97M-V with the def2-TZVPD basis set

Energy above the lowest of the compared OMol25 structures with the same formula, charge and spin   0.1932 eV
HOMO level   -14.55 eV
Molecular weight   648.82 u
Calculated total energy   -2640.97293 a.u.
Net charge   +2

Last column: Mulliken charge in e.
Positions of all 48 atoms, in Å:
Hf -0.10021 -0.30889 -0.40181  1.374
O -1.42266 2.70418 1.75985  -0.489
C -1.40782 2.11999 0.73220  -0.089
O -0.25563 1.55812 0.21710  -0.526
C -2.58863 1.86338 -0.18975  -0.072
C -2.12386 1.90334 -1.65566  -0.077
C -3.29971 2.04755 -2.60609  -1.004
C -3.97995 0.66186 -2.48967  -1.030
C -3.05342 -0.07817 -1.53676  0.010
O -1.71310 0.49024 -1.85518  -0.674
C -3.20107 0.41201 -0.09435  -0.079
C -2.48274 -0.49089 0.90500  -0.226
O -2.57964 -0.37173 2.08678  -0.487
O -1.62785 -1.39180 0.32347  -0.469
H -3.35762 2.60060 0.02720  0.684
H -1.26808 2.54026 -1.85578  0.688
H -3.94275 2.87219 -2.30647  0.389
H -2.95644 2.24347 -3.61933  0.379
H -4.98867 0.70980 -2.08408  0.406
H -4.03324 0.15604 -3.45083  0.345
H -3.00593 -1.15469 -1.65944  0.782
H -4.23579 0.48731 0.23585  0.685
N 3.79727 -0.02660 1.38633  0.031
C 3.19989 -0.19158 2.63010  0.556
C 3.69356 -0.12453 3.92721  -1.093
C 2.77888 -0.32670 4.93897  -0.558
C 1.42236 -0.58706 4.67930  -0.707
C 0.93169 -0.66073 3.39366  -0.728
C 1.85057 -0.45928 2.36767  0.704
N 1.67671 -0.46021 0.98843  0.245
C 2.85977 -0.19440 0.44448  0.276
C 2.99280 -0.04627 -0.99424  -0.019
C 4.10419 0.12651 -1.75497  -0.313
S 3.67866 0.27068 -3.40336  -0.036
C 2.04413 0.11619 -3.00340  -0.229
N 1.81161 -0.05259 -1.72139  0.015
H 4.76454 0.21083 1.22912  0.231
H 4.73399 0.08090 4.13731  0.448
H 3.11157 -0.28065 5.96648  0.414
H 0.74985 -0.73038 5.51317  0.462
H -0.11553 -0.85498 3.19336  0.364
H 5.13617 0.16264 -1.44553  0.425
H 1.26214 0.13965 -3.74828  0.422
Cl -0.49647 -2.29643 -2.71160  0.042
C 0.21659 -3.70418 -1.88826  -0.309
Cl 1.10889 -3.13783 -0.46931  0.050
H 0.89970 -4.19349 -2.57290  0.413
H -0.58870 -4.35369 -1.56459  0.377